[1]
Below is a single C8H17NO3 molecule in a non-equilibrium geometry, with properties calculated with wB97M-V/def2-TZVPD.

## Properties
HOMO level, eV: -9.49
Gap between HOMO and LUMO, Ha: 0.380
Total charge: 0
ΔE to the lowest compared entry with this formula, charge and spin, kJ/mol: 37.8
SMILES: CO[C@H](CN)CCCCOC=O

Structure (XYZ):
```
29
C8H17NO3, DFT wB97M-V/def2-TZVPD
N 0.90410 -0.88671 -2.48486
C 0.40358 0.85636 1.97956
C 0.90634 0.12623 -1.41952
H -3.09470 -1.10236 -1.40766
O 2.92075 -1.72423 1.39355
H 1.23480 -2.79000 1.13983
H 0.67127 2.37949 -0.28758
H 1.60382 0.91479 -1.71992
O -1.46724 -0.07439 -0.75585
O 1.08089 -1.39671 2.65595
C -2.06238 -0.92804 -1.71941
H -0.39550 -1.01762 1.21544
H 1.26927 -0.27088 -0.46346
C -0.66823 1.67406 1.22911
C 1.78405 -1.99879 1.67610
H -1.00732 2.78755 -0.58117
H 0.54395 1.27244 2.98199
H 0.53802 -1.75944 -2.12249
H -1.63367 1.16867 1.31208
H -0.74313 1.20727 -2.20653
C -0.02112 -0.59776 2.15429
H -0.80655 -0.67667 2.90843
H 1.37100 0.89091 1.47000
C -0.45214 0.79850 -1.22769
H -1.55985 -1.90108 -1.76382
H 1.86187 -1.08830 -2.74660
H -2.04754 -0.47962 -2.71633
C -0.35008 1.98265 -0.23708
H -0.78424 2.63367 1.74366
```

***

[2]
Below is a gas-phase ion, C8H17O3S2 (charge -1) in a non-equilibrium geometry, with properties calculated with wB97M-V/def2-TZVPD.

## Properties
HOMO level, eV: -4.81
Gap between HOMO and LUMO, Ha: 0.288
Total charge: -1
ΔE to the lowest compared entry with this formula, charge and spin, kJ/mol: 0.0
SMILES: CCCS[C@](C)(CCC)S(=O)(=O)[O-]

Structure (XYZ):
```
30
C8H17O3S2, DFT wB97M-V/def2-TZVPD
C -1.31907 0.86456 0.98822
H -0.46085 1.13599 -1.79313
S 0.55040 1.11871 1.23836
O 2.99028 2.85167 -0.34237
C 2.64436 -2.88400 0.79500
H -3.86163 1.16267 -0.73111
H 3.09306 -2.64565 -0.11953
H -1.65712 2.19790 -0.55231
H -4.13536 2.51571 0.23470
H 1.87282 -3.65318 0.58046
H 3.25291 -3.10000 1.73519
H -1.66425 0.52063 1.90509
H -1.50836 -0.08171 0.47417
C -3.54872 1.68514 0.17609
H -3.79895 0.82158 0.95380
H -1.75442 2.81742 1.05122
H 0.80260 2.27194 -1.71360
C 1.22420 0.47268 -0.36628
H 0.82087 -1.80241 1.55193
C -2.01973 2.04690 0.35678
C 1.71856 -1.64758 0.94581
O 3.65904 0.89547 1.02406
C 0.65719 1.12691 -1.59457
S 3.16509 1.36997 -0.24750
H 2.26366 -0.76744 1.46387
H 1.21658 0.78915 -2.44431
C 1.55973 -0.96638 -0.41410
H 0.65976 -1.40670 -0.93274
O 3.88145 0.76069 -1.37809
H 2.38780 -0.92086 -1.11250
```